No. 1
The following is a quantum chemistry calculation of 12 unconnected molecules or ions with the total composition C36H60O36 in a non-equilibrium geometry, from OMol25.

Cartesian coordinates (Å):
C: -0.15141 4.78520 0.19968
C: -1.38827 3.97560 -0.18699
O: -1.55881 4.48141 -1.50880
C: -0.49510 4.98829 -2.02291
O: -0.27784 5.16785 -3.25957
O: 0.43298 4.97080 -1.06062
H: 0.48297 4.25196 0.90772
H: -0.46857 5.70720 0.68693
H: -2.13139 4.39962 0.48834
H: -1.42703 2.88819 -0.12266
C: -2.76834 -1.65615 1.77674
C: -3.55606 -2.93082 1.81591
O: -2.59911 -3.81753 1.26598
C: -1.37825 -3.37462 1.41508
O: -0.32509 -4.04860 1.35086
O: -1.43221 -2.04682 1.64872
H: -2.88933 -1.03184 2.66200
H: -3.07029 -0.92036 1.03139
H: -4.43313 -2.99546 1.17197
H: -3.72184 -3.36655 2.80118
C: -4.39513 2.82914 3.03027
C: -3.84129 2.21816 1.73039
O: -4.62811 1.00034 1.76001
C: -5.63922 1.07066 2.60916
O: -6.38566 0.11948 2.81201
O: -5.61370 2.21450 3.29979
H: -4.49261 3.90444 2.88082
H: -3.66212 2.72101 3.82970
H: -2.79431 1.94285 1.85745
H: -4.04975 2.84852 0.86593
C: 5.16892 0.48737 2.63252
C: 4.59365 1.91184 2.43499
O: 4.38895 2.03616 1.12560
C: 5.25086 1.32986 0.49445
O: 5.35144 1.34886 -0.68169
O: 5.89321 0.46450 1.35966
H: 4.40777 -0.29097 2.68684
H: 5.71326 0.35460 3.56749
H: 5.31433 2.66521 2.75303
H: 3.66037 2.01924 2.98776
C: 4.69136 -4.31000 0.25300
C: 4.49642 -5.43215 -0.78498
O: 4.75433 -4.73288 -2.01907
C: 4.46475 -3.42045 -1.88706
O: 4.20848 -2.59797 -2.80957
O: 4.34942 -3.20053 -0.59514
H: 5.76371 -4.24668 0.43780
H: 4.01421 -4.21424 1.10176
H: 3.52653 -5.92730 -0.73754
H: 5.31680 -6.08970 -0.49740
C: 0.75998 -0.76307 -0.95697
C: 1.97395 -0.49102 -0.17387
O: 1.61628 0.34109 0.90214
C: 0.32152 0.73327 0.68650
O: -0.44339 1.34318 1.48169
O: -0.05821 0.23377 -0.43710
H: 0.35180 -1.74886 -0.73404
H: 0.95531 -0.75876 -2.02932
H: 2.80983 -0.05559 -0.72142
H: 2.23565 -1.46643 0.23623
C: 0.46733 3.43168 3.95789
O: -0.09177 4.75781 3.97471
C: -1.31218 4.98409 3.52947
O: -2.00665 4.16414 2.83814
O: -1.76343 6.09727 4.08813
C: -2.92616 6.70707 3.54299
H: -0.34674 2.72005 4.09566
H: 1.25058 3.40496 4.71544
H: 0.95208 3.16481 3.01879
H: -2.57640 7.50677 2.89012
H: -3.33230 7.26937 4.38381
H: -3.53737 5.98887 2.99646
C: 3.36138 2.26610 -3.09265
O: 2.69945 1.09729 -3.58997
C: 3.15710 0.54370 -4.72922
O: 4.11962 0.90042 -5.40854
O: 2.41010 -0.44250 -5.04404
C: 2.48165 -1.17672 -6.27107
H: 3.00451 2.39548 -2.07089
H: 3.11545 3.13223 -3.70701
H: 4.44336 2.18641 -2.98741
H: 1.65893 -1.87423 -6.11391
H: 3.47500 -1.58289 -6.46181
H: 2.15448 -0.55934 -7.10767
C: 1.13652 -8.64321 -2.30317
O: 1.08976 -7.39017 -3.04973
C: 0.93348 -6.18872 -2.47089
O: 0.79663 -5.98110 -1.24055
O: 1.01264 -5.26762 -3.42118
C: 0.52293 -3.97751 -3.21387
H: 1.91975 -8.53964 -1.55222
H: 1.51058 -9.36259 -3.03164
H: 0.25405 -8.96859 -1.75229
H: 0.12247 -3.60780 -4.15782
H: 1.17402 -3.25425 -2.72287
H: -0.40528 -3.89646 -2.64822
C: 1.79319 -0.59094 8.86020
O: 2.01869 -0.75091 7.48644
C: 1.15240 -0.15269 6.64428
O: 0.61164 0.97263 6.80020
O: 0.86350 -0.97941 5.62983
C: 0.01243 -0.49682 4.58430
H: 2.65158 -0.75964 9.51044
H: 1.13253 -1.40710 9.15262
H: 1.46113 0.41039 9.13440
H: -1.00481 -0.26917 4.90287
H: -0.02491 -1.22696 3.77584
H: 0.28930 0.43594 4.09297
C: -4.76471 2.02418 -5.08520
O: -3.64366 2.43903 -4.32653
C: -2.33556 2.12456 -4.80416
O: -2.06577 1.68498 -5.94869
O: -1.49393 2.39113 -3.80458
C: -0.24402 1.71956 -3.79453
H: -4.91754 2.65256 -5.96264
H: -5.67295 2.09400 -4.48660
H: -4.74316 0.97004 -5.36164
H: -0.26040 0.66581 -4.07282
H: 0.41221 1.87704 -2.93858
H: 0.41051 2.16614 -4.54303
C: -3.60539 -3.51628 -3.12582
O: -3.39011 -2.57325 -2.08814
C: -3.17978 -1.34809 -2.38262
O: -2.95877 -0.92092 -3.52212
O: -3.36437 -0.60276 -1.26216
C: -3.04069 0.80919 -1.21505
H: -2.99274 -3.34434 -4.01080
H: -4.68171 -3.44601 -3.28302
H: -3.44161 -4.54512 -2.80525
H: -3.05123 1.07159 -0.15716
H: -3.89567 1.36334 -1.60240
H: -2.15448 1.23429 -1.68623

**M**: 1068.84 g mol⁻¹
**Electronic energy**: -4115.9263 hartree
**Charge**: +1
**⟨S²⟩**: 0.76
**2S+1**: 2
**E_LUMO (spin up / spin down)**: -0.132 / -0.355 hartree
**Kohn-Sham gap (spin up / spin down)**: 8.8 / 2.7 eV
**Relative energy (zero: lowest compared OMol25 entry of this formula, charge and spin)**: 127.16 kJ/mol


No. 2
The following is a quantum chemistry calculation of a molecular structure, C36H61BIrN6O8S2Si4, from OMol25.

Cartesian coordinates (Å):
Ir: -0.18196 -0.25887 -0.08558
C: -1.13968 4.51507 0.35808
Si: 0.60319 4.28127 -0.26523
C: 1.71147 4.06001 1.20655
C: 1.03840 5.69674 -1.40637
Si: -2.31483 0.37596 0.77584
Si: -3.08853 0.29697 2.95930
C: -4.55816 1.45859 3.20073
C: -1.78414 0.81038 4.21689
C: -3.66765 -1.43116 3.43347
Si: -3.87352 0.83832 -0.88670
C: -3.28276 2.03466 -2.24352
C: -5.47047 1.58204 -0.20881
C: -4.36997 -0.76046 -1.76262
H: -1.18573 5.47730 0.88165
H: -1.42836 3.72832 1.06024
H: -1.87704 4.53570 -0.44504
H: 2.75980 4.24173 0.97723
H: 1.61203 3.03372 1.56925
H: 1.38757 4.73506 2.00450
H: 1.87159 6.27879 -1.00660
H: 0.18089 6.36072 -1.53830
H: 1.34945 5.32145 -2.38162
H: -4.33582 2.47589 2.87059
H: -4.80168 1.49144 4.26794
H: -5.44602 1.11780 2.66485
H: -1.21725 1.68959 3.90288
H: -1.07294 0.00235 4.40355
H: -2.27770 1.04280 5.16598
H: -4.56055 -1.71533 2.87084
H: -3.90339 -1.47912 4.50212
H: -2.89456 -2.17027 3.21198
H: -3.87831 2.95191 -2.21875
H: -3.42809 1.57807 -3.22839
H: -2.23218 2.31029 -2.14464
H: -5.28676 2.48107 0.38278
H: -6.02032 0.87352 0.41454
H: -6.11173 1.85326 -1.05413
H: -3.48891 -1.31080 -2.10082
H: -5.01434 -0.54871 -2.62404
H: -4.90672 -1.42443 -1.08111
S: -1.71268 -2.56821 0.33765
C: -1.11721 -3.73449 -0.82605
N: -1.03812 -3.28784 -2.13829
C: -0.27819 -3.99661 -3.07548
C: 0.09484 -5.27244 -2.73860
C: -0.21863 -5.75191 -1.47369
N: -0.75627 -4.93248 -0.48984
H: -1.17677 -2.29725 -2.25490
H: -0.05064 -3.50203 -4.00777
H: 0.64028 -5.88253 -3.44680
H: 0.02779 -6.76010 -1.16925
O: 2.97247 0.82670 -5.60993
C: 3.94503 -0.02085 -5.03880
N: 3.41841 -0.64679 -3.85082
C: 3.64742 -1.92643 -3.48140
O: 4.36161 -2.70083 -4.09845
C: 2.95008 -2.32612 -2.21203
C: 3.33564 -3.44398 -1.48746
C: 2.67038 -3.73735 -0.30966
C: 1.65494 -2.90155 0.13164
N: 1.28033 -1.83552 -0.57583
C: 1.89781 -1.57584 -1.72965
H: 2.62303 1.39389 -4.90383
H: 4.85125 0.54500 -4.79889
H: 4.19087 -0.79549 -5.76028
H: 2.94193 -0.01593 -3.21936
H: 4.14004 -4.06467 -1.86095
H: 2.92428 -4.60927 0.27630
H: 1.10897 -3.07606 1.04926
H: 1.50366 -0.73540 -2.28042
C: 1.45639 -1.99095 7.90413
C: 2.69669 -1.35355 7.26151
C: 3.33319 -0.41542 8.28698
C: 3.71324 -2.45362 6.92558
C: 2.28835 -0.62611 5.97873
C: 2.49568 0.73748 5.79396
C: 2.11137 1.40402 4.62440
C: 1.51497 0.65436 3.64341
O: 1.02569 1.04276 2.43195
B: 0.50439 -0.11734 1.80714
O: 0.67933 -1.20560 2.70417
C: 1.30544 -0.70787 3.80916
C: 1.67478 -1.36691 4.95482
H: 1.72635 -2.48706 8.84077
H: 1.00249 -2.73516 7.24838
H: 0.70154 -1.23205 8.11999
H: 3.60683 -0.98455 9.17826
H: 2.64342 0.37409 8.59230
H: 4.24005 0.05169 7.89756
H: 4.00875 -2.98876 7.83244
H: 4.60855 -2.02460 6.47086
H: 3.29807 -3.17976 6.22546
H: 2.96598 1.32001 6.57386
H: 2.27392 2.46638 4.49939
H: 1.48213 -2.42810 5.05144
N: -0.84837 -0.19081 -2.20320
C: -1.00267 0.09065 -3.31241
N: -1.17826 0.40583 -4.56958
C: -0.78535 1.73391 -5.06342
C: -0.18503 1.58618 -6.45210
C: -1.14770 0.84237 -7.37626
C: -1.51222 -0.52325 -6.79496
C: -2.10013 -0.37446 -5.39967
H: -0.08187 2.15907 -4.34984
H: -1.68076 2.36755 -5.09396
H: 0.76018 1.04340 -6.37034
H: 0.04637 2.57722 -6.84765
H: -0.70910 0.72427 -8.36860
H: -2.06281 1.43408 -7.50034
H: -0.61731 -1.14900 -6.73483
H: -2.23345 -1.03927 -7.43183
H: -2.26118 -1.33972 -4.92061
H: -3.06571 0.14467 -5.44369
O: 1.68357 1.65152 -2.97804
S: 1.88911 2.16220 -1.61710
O: 2.86120 3.23408 -1.55453
O: 0.50503 2.82696 -1.18665
O: 2.12203 1.07994 -0.66292

**M**: 1085.42 g mol⁻¹
**Electronic energy**: -4422.6828 hartree
**Charge**: -1
**⟨S²⟩**: 6.03
**2S+1**: 5
**E_LUMO (spin up / spin down)**: 0.085 / 0.040 hartree
**Kohn-Sham gap (spin up / spin down)**: 5.4 / 6.4 eV
**Relative energy (zero: lowest compared OMol25 entry of this formula, charge and spin)**: 0.00 kJ/mol


electronic energy of number 2 (C36H61BIrN6O8S2Si4)? -4422.6828 hartree